The following is a DFT calculation (ωB97M-V/def2-TZVPD) of C5H9N2 as an isolated structure in a non-equilibrium geometry.

Calculated values
E_tot: -305.06926 a.u.
charge: +1
F_max: 0.133 hartree/bohr
Kohn-Sham gap: 9.291 eV
LUMO energy: -0.1434 Ha

```
16
Properties=species:S:1:pos:R:3:lowdin_charge:R:1
C 2.15 -0.23 -0.09 -0.094
C 1.16 -1.18 -0.02 -0.041
C -0.21 0.69 -0.01 0.000
C -1.13 1.84 0.01 0.002
C -1.22 -1.51 -0.02 0.030
N 1.65 0.99 -0.10 0.152
N -0.06 -0.60 -0.05 -0.106
H 3.16 -0.35 -0.11 0.110
H 1.15 -2.22 0.07 0.118
H -2.11 1.44 0.17 0.075
H -0.66 2.39 0.85 0.114
H -1.30 2.43 -1.00 0.155
H -1.16 -2.10 0.80 0.058
H -2.23 -1.13 0.14 0.101
H -1.31 -2.30 -0.90 0.170
H 2.13 1.84 0.25 0.156
```


The following is a DFT calculation (ωB97M-V/def2-TZVPD) of a 10-piece molecular cluster, C5H30NO9S2 overall in a non-equilibrium geometry.

Calculated values
E_tot: -1736.75440 a.u.
charge: -1
F_max: 0.174 hartree/bohr
Kohn-Sham gap: 6.321 eV
LUMO energy: 0.0900 Ha

```
47
Properties=species:S:1:pos:R:3:lowdin_charge:R:1
C -1.32 -1.30 -1.26 -0.308
C -1.22 -1.68 -2.74 -0.720
S 0.45 -1.41 -3.52 0.239
C -0.88 0.14 -0.98 -0.225
N -0.27 0.11 0.45 -0.084
C 0.32 1.47 0.83 -0.256
C 1.46 1.28 1.93 -0.559
S 1.85 2.86 2.82 0.633
H -2.42 -1.37 -0.90 0.117
H -0.76 -2.13 -0.72 0.095
H -1.44 -2.76 -3.13 0.044
H -2.04 -1.13 -3.34 0.059
H -0.11 0.48 -1.66 0.040
H -1.67 0.90 -0.97 0.101
H 0.47 -0.69 0.30 0.132
H 0.79 1.93 -0.02 0.060
H -0.50 2.04 1.34 0.099
H 1.27 0.40 2.57 0.063
H 2.40 1.06 1.34 0.057
H 2.06 3.47 1.54 -0.097
H 1.57 3.48 -1.27 0.003
H 2.82 2.58 -1.36 -0.028
O 2.48 3.42 -1.50 -0.030
H 3.66 -0.94 -1.59 0.052
H 2.65 -0.93 -0.30 0.050
O 3.61 -0.89 -0.60 -0.110
H 1.69 -4.09 -0.96 0.084
H 0.28 -4.32 -0.69 0.045
O 1.10 -4.24 -0.14 -0.115
H -2.28 -0.34 1.59 0.003
H -3.55 -1.19 2.17 0.092
O -3.24 -0.50 1.52 -0.090
H 1.23 -3.70 2.12 0.035
H 2.24 -2.75 2.97 0.024
O 1.37 -3.12 2.90 -0.059
H -3.43 1.22 1.45 0.002
H -2.62 2.57 1.33 0.036
O -3.48 2.15 1.10 -0.102
H -1.07 -1.09 2.16 0.027
H -0.51 -2.04 3.44 0.014
O -1.28 -1.63 3.00 -0.120
H 1.42 0.56 -2.99 -0.066
H 2.51 0.69 -1.98 -0.113
O 1.80 1.06 -2.25 -0.073
H -2.85 3.14 -0.70 -0.005
H -2.17 3.39 -2.07 0.028
O -2.41 3.82 -1.24 -0.074
```


The following is a DFT calculation (ωB97M-V/def2-TZVPD) of a 2-piece molecular cluster, ClH3O3SSi overall in a non-equilibrium geometry.

Calculated values
E_tot: -1375.23740 a.u.
charge: 0
F_max: 0.102 hartree/bohr
Kohn-Sham gap: 6.302 eV
LUMO energy: -0.1537 Ha

```
9
Properties=species:S:1:pos:R:3:lowdin_charge:R:1
O -1.97 0.58 -1.24 -0.324
O -1.05 -1.33 -2.26 -0.283
O 0.72 -0.64 0.36 -0.501
Si 1.48 0.66 0.85 0.412
S -1.33 -0.65 -1.06 0.503
Cl -2.54 -1.69 0.35 0.353
H 1.88 0.59 2.34 -0.051
H 2.50 0.80 -0.19 -0.067
H 0.31 1.68 0.84 -0.043
```


The following is a DFT calculation (ωB97M-V/def2-TZVPD) of a 2-piece molecular cluster, C5H6N2O overall in a non-equilibrium geometry.

Calculated values
E_tot: -378.72862 a.u.
charge: 0
F_max: 0.109 hartree/bohr
Kohn-Sham gap: 9.527 eV
LUMO energy: -0.0164 Ha

```
14
Properties=species:S:1:pos:R:3:lowdin_charge:R:1
C 2.48 -1.25 0.75 -0.364
C -1.73 0.83 -0.03 -0.640
C 0.28 -0.52 -0.36 0.109
C 1.99 -1.81 -0.44 -0.017
C -0.47 0.60 -0.65 -0.089
N 2.80 -0.78 1.75 0.155
N -2.13 2.10 0.16 0.135
O -2.44 -0.09 0.27 0.064
H 2.50 -1.53 -1.48 0.122
H -0.18 -1.05 0.47 0.062
H 1.52 -2.85 -0.45 0.109
H -0.04 1.34 -1.30 0.096
H -1.58 2.89 0.47 0.099
H -3.00 2.11 0.82 0.159
```


The following is a DFT calculation (ωB97M-V/def2-TZVPD) of a 2-piece molecular cluster, CH3NO overall in a non-equilibrium geometry.

Calculated values
E_tot: -169.66063 a.u.
charge: 0
F_max: 0.050 hartree/bohr
Kohn-Sham gap (alpha / beta): 9.560 / 9.936 eV
LUMO energy (alpha / beta): -0.0082 / -0.0026 Ha

```
6
Properties=species:S:1:pos:R:3:lowdin_charge:R:1
C -0.05 -0.59 0.24 -0.231
N 0.46 0.77 0.36 -0.012
O 1.13 -0.15 -0.40 -0.121
H 0.11 -1.23 1.14 0.108
H -0.94 -0.70 -0.52 0.125
H -0.72 1.90 -0.82 0.131
```


The following is a DFT calculation (ωB97M-V/def2-TZVPD) of a single C3H5NO2 molecule.

Calculated values
E_tot: -322.54512 a.u.
charge: 0
structure (SMILES): [H]/N=C(/C)OC=O
F_max: 0.010 hartree/bohr
Kohn-Sham gap: 11.230 eV
LUMO energy: 0.0312 Ha

```
11
Properties=species:S:1:pos:R:3:lowdin_charge:R:1
C -0.42 1.28 1.11 -0.017
C 0.31 0.30 0.25 -0.434
N 1.54 0.30 0.02 0.189
O -0.65 -0.62 -0.26 0.033
C -0.36 -1.52 -1.22 -0.308
O 0.69 -1.68 -1.78 0.080
H -0.96 0.75 1.91 0.087
H -1.16 1.82 0.51 0.088
H 0.30 1.98 1.54 0.085
H 1.80 -0.46 -0.62 0.051
H -1.26 -2.11 -1.42 0.145
```